ORCA calculation (the ωB97M-V functional and the def2-TZVPD basis) on a cluster of 8 separate species, C3H21NO9 in total.

```
34
Properties=species:S:1:pos:R:3:forces:R:3
C 1.694 -1.537 -0.670 1.224 0.187 0.440
N 1.315 -0.290 -1.355 1.039 -0.316 -0.980
C 1.238 0.795 -0.401 -1.323 1.262 -0.266
C 0.899 2.113 -1.075 2.553 0.520 -1.446
O -0.223 1.879 -1.860 2.378 -2.424 2.694
O 1.643 3.115 -1.068 -2.978 -2.241 -0.162
H 2.089 -2.256 -1.418 -0.835 0.136 0.264
H 0.820 -1.905 -0.047 1.472 0.272 -0.999
H 2.655 -1.357 -0.034 -1.848 -0.348 -0.531
H 2.018 -0.102 -2.093 -0.425 0.043 0.862
H 2.058 0.984 0.313 -0.515 -0.562 -0.225
H 0.258 0.654 0.048 0.125 -0.513 1.304
H -0.515 2.641 -2.230 -1.327 3.989 -1.893
H -1.033 -0.347 -2.834 0.116 0.066 0.026
H -2.093 0.011 -3.945 0.359 -0.690 1.841
O -1.984 -0.362 -3.019 -0.131 0.565 -1.913
H -4.053 0.666 -0.967 1.418 -0.443 0.280
H -2.581 0.271 -1.350 -0.026 -0.087 -0.667
O -3.183 0.354 -0.611 -1.642 0.593 0.432
H -2.314 -0.454 2.286 -1.571 -0.802 -0.928
H -3.646 -0.663 1.420 -0.042 -1.003 -2.647
O -3.293 -0.342 2.200 1.111 1.996 3.736
H 3.772 1.735 -0.493 0.305 -0.195 -0.293
H 4.144 0.577 0.312 -0.307 -1.746 3.794
O 4.260 0.894 -0.525 0.310 2.044 -3.603
H -1.588 -2.759 1.366 -1.611 -5.004 -2.688
H -0.347 -2.045 1.910 -0.790 -0.162 -0.191
O -1.337 -2.021 1.764 2.793 4.945 2.817
H 1.640 -1.141 2.084 2.308 4.091 1.414
H 1.640 -2.699 2.570 0.866 0.413 0.918
O 1.350 -1.984 2.004 -2.991 -4.602 -1.407
H -2.342 1.788 2.142 -1.376 0.234 -0.645
H -1.171 1.468 2.862 -1.213 3.136 0.213
O -1.789 2.319 2.715 2.574 -3.353 0.447
```
Forces are in eV/Å.

multiplicity = 2
largest force on an atom = 0.1233 hartree/bohr
DFT total energy = -23366.996 eV
net charge = -1


ORCA calculation (the ωB97M-V functional and the def2-TZVPD basis) on the molecule C16H20N4O2S.

```
43
Properties=species:S:1:pos:R:3:forces:R:3
C -5.376 -0.643 0.589 0.198 -0.164 0.000
C -3.961 -1.103 0.921 -0.045 0.205 0.187
C -3.013 0.051 1.240 -0.041 -0.177 -0.312
C -2.750 0.962 0.042 0.366 0.047 0.446
C -1.642 1.966 0.333 -0.528 0.377 -0.373
O -0.407 1.265 0.452 0.189 -0.197 0.156
C 0.708 1.910 0.066 0.067 0.354 -0.106
O 0.707 3.062 -0.312 -0.045 -0.024 0.033
C 1.879 1.038 0.157 0.287 -0.293 0.179
C 3.120 1.480 -0.179 -0.438 0.022 0.096
C 3.416 2.866 -0.638 0.025 0.144 -0.070
N 4.202 0.642 -0.108 0.228 0.247 -0.157
C 4.068 -0.613 0.407 -0.207 -0.795 0.404
N 5.002 -1.505 0.663 0.406 0.605 -0.335
C 4.290 -2.531 1.183 -0.237 0.347 -0.118
N 3.002 -2.316 1.259 -0.623 -0.685 0.359
N 2.858 -1.077 0.762 1.018 0.563 -0.101
C 1.598 -0.398 0.566 -0.422 -0.046 -0.016
C 0.800 -1.101 -0.494 -0.330 -0.388 0.014
C 0.956 -1.016 -1.844 0.040 0.088 0.324
C 0.044 -1.829 -2.553 -0.128 -0.135 -0.063
C -0.784 -2.519 -1.728 -0.086 -0.042 0.310
S -0.466 -2.196 -0.072 0.352 0.185 -0.481
H -5.777 -0.032 1.395 -0.096 0.089 0.071
H -5.393 -0.059 -0.328 -0.080 0.087 -0.100
H -6.030 -1.502 0.454 -0.129 -0.017 -0.042
H -3.557 -1.676 0.083 0.053 -0.078 -0.005
H -3.999 -1.769 1.786 0.026 -0.092 -0.032
H -3.426 0.644 2.060 0.019 0.034 0.107
H -2.059 -0.362 1.571 0.008 0.048 0.096
H -3.651 1.517 -0.220 -0.023 0.037 -0.080
H -2.454 0.357 -0.818 -0.021 -0.001 -0.123
H -1.549 2.705 -0.471 -0.035 -0.122 0.200
H -1.834 2.498 1.272 0.047 -0.017 -0.098
H 4.479 2.994 -0.827 0.085 -0.009 -0.008
H 2.855 3.090 -1.543 0.035 0.040 -0.009
H 3.088 3.587 0.107 0.034 0.028 -0.025
H 5.132 0.971 -0.313 -0.129 -0.011 0.033
H 4.747 -3.442 1.508 0.034 -0.261 0.111
H 1.037 -0.432 1.510 0.179 0.038 -0.148
H 1.691 -0.389 -2.318 0.145 0.156 -0.043
H 0.010 -1.891 -3.626 -0.041 -0.048 -0.176
H -1.564 -3.205 -1.992 -0.157 -0.140 -0.104
```
Forces are in eV/Å.

structure (SMILES) = CCCCCOC(=O)C1=C(C)Nc2ncnn2[C@@H]1c1cccs1
energy above the lowest of the compared OMol25 structures with the same formula, charge and spin = 166.2 kJ/mol
largest force on an atom = 0.0227 hartree/bohr


ORCA calculation (the ωB97M-V functional and the def2-TZVPD basis) on a cluster of 3 separate species, C3H12O2S in total.

```
18
Properties=species:S:1:pos:R:3:forces:R:3
C -0.942 0.341 -2.325 1.007 0.940 0.998
C -2.150 1.243 -2.212 -0.471 -0.334 0.515
S -3.257 0.839 -0.782 -0.222 -0.321 -0.209
C -2.141 0.279 0.525 0.687 0.285 -0.304
H -0.309 0.549 -3.181 -0.397 -0.151 -0.647
H -0.238 0.602 -1.521 -0.261 -0.293 0.124
H -1.182 -0.706 -2.223 -0.111 -0.285 -0.258
H -1.915 2.297 -2.093 0.335 0.020 -0.289
H -2.798 1.111 -3.077 -0.112 0.154 0.025
H -2.655 -0.329 1.257 -0.468 0.008 -0.021
H -1.672 1.119 1.037 0.007 -0.016 0.014
H -1.360 -0.347 0.097 0.014 -0.010 0.058
O 1.686 -1.560 2.887 -0.502 -0.311 0.111
H 1.470 -2.446 2.571 0.328 0.057 -0.150
H 0.895 -1.356 3.401 0.173 0.274 0.048
O 5.503 -0.626 1.492 0.029 0.207 0.313
H 5.169 0.154 1.959 0.047 -0.281 -0.190
H 5.898 -1.165 2.188 -0.083 0.058 -0.138
```
Forces are in eV/Å.

structure (SMILES) = CCSC.O.O
energy above the lowest of the compared OMol25 structures with the same formula, charge and spin = 62.8 kJ/mol
largest force on an atom = 0.0331 hartree/bohr


ORCA calculation (the ωB97M-V functional and the def2-TZVPD basis) on a structure of composition C32H22ClCoNO9PS.

```
68
Properties=species:S:1:pos:R:3:forces:R:3
Co 1.322 -1.890 1.228 -1.007 0.763 -0.543
O 4.674 -3.137 -0.408 0.230 0.581 0.728
C 3.725 -2.659 0.399 -1.989 -2.019 -2.513
O 2.536 -2.919 0.120 2.177 -0.150 0.218
C 4.008 -1.852 1.542 0.133 1.789 2.502
C 5.212 -1.419 2.120 -0.388 -0.886 -1.091
C 5.171 -0.543 3.178 -0.568 0.518 0.652
C 3.943 -0.047 3.642 0.768 -0.288 -0.324
C 2.791 -0.504 3.036 -0.426 -0.123 0.026
N 2.836 -1.414 2.073 2.301 0.073 -0.268
C 1.352 -0.063 3.284 -1.095 -0.210 -0.381
O 1.071 0.757 4.142 0.546 0.133 0.282
O 0.528 -0.644 2.483 0.070 0.434 0.685
H 4.203 -3.417 -1.209 -0.040 -0.004 -0.008
H 6.146 -1.784 1.719 0.055 0.057 -0.027
H 6.091 -0.219 3.646 0.011 0.018 -0.050
H 3.888 0.682 4.435 -0.114 0.050 0.043
O 3.756 0.530 -1.194 0.313 0.135 -0.160
S 2.444 -0.063 -1.356 -0.532 0.394 0.975
O 2.424 -1.273 -2.146 -0.066 -0.146 -0.345
O 1.771 -0.205 -0.032 0.315 0.562 -1.337
C 1.491 1.184 -2.290 -0.639 -0.240 0.576
C 2.172 1.791 -3.341 0.082 -0.153 0.095
C 1.554 2.752 -4.114 0.301 -0.021 -0.083
C 0.261 3.144 -3.823 -0.301 0.235 -0.129
C -0.420 2.569 -2.773 0.301 -0.174 0.028
C 0.162 1.560 -1.994 0.710 -0.073 -0.412
P -0.817 0.939 -0.558 0.216 -0.306 0.291
C -0.824 2.617 0.196 -0.404 0.081 -0.057
C 0.397 3.084 0.680 -0.116 -0.070 0.110
C 0.528 4.396 1.096 0.079 0.018 -0.018
C -0.552 5.265 1.027 -0.035 0.061 -0.004
C -1.778 4.795 0.586 -0.073 0.073 0.072
C -1.920 3.474 0.186 0.151 0.052 0.082
C -2.466 0.821 -1.350 0.124 -0.284 0.046
C -2.614 0.515 -2.704 -0.098 0.039 0.080
C -3.871 0.289 -3.242 -0.053 -0.061 0.057
C -4.992 0.322 -2.425 -0.071 0.037 -0.117
C -4.846 0.534 -1.062 -0.038 -0.068 0.081
C -3.591 0.761 -0.525 0.108 0.033 -0.121
H 3.199 1.508 -3.524 0.039 -0.036 -0.016
H 2.090 3.217 -4.931 0.053 0.012 -0.046
H -0.213 3.917 -4.415 -0.040 0.038 -0.011
H -1.422 2.902 -2.538 0.010 0.041 -0.011
H 1.242 2.408 0.716 0.101 -0.054 -0.012
H 1.483 4.751 1.459 0.052 0.001 0.019
H -0.436 6.303 1.310 -0.012 0.003 0.060
H -2.633 5.459 0.541 -0.017 0.035 0.020
H -2.884 3.122 -0.154 -0.023 0.038 -0.091
H -1.741 0.448 -3.339 -0.023 0.063 -0.030
H -3.970 0.073 -4.299 -0.025 0.005 -0.004
H -5.975 0.174 -2.850 -0.058 -0.080 0.001
H -5.708 0.489 -0.409 -0.047 0.055 -0.004
H -3.464 0.875 0.546 -0.065 0.052 0.021
Cl -4.902 -5.477 1.675 -0.238 -0.189 0.053
C -3.452 -4.609 1.258 0.144 -0.182 0.462
C -3.286 -4.153 -0.052 0.485 0.381 -0.026
C -2.175 -3.411 -0.368 -0.599 -0.214 -0.371
C -1.165 -3.124 0.579 1.031 0.517 0.310
O -0.191 -2.349 0.252 -1.309 -0.702 -0.513
C -1.303 -3.722 1.880 -0.202 0.355 -0.609
C -0.220 -3.638 2.804 0.765 -0.067 -0.016
O 0.954 -3.373 2.498 -0.890 -0.877 1.287
C -2.481 -4.413 2.207 0.015 -0.013 -0.162
H -4.026 -4.389 -0.803 -0.083 0.079 -0.006
H -2.052 -3.019 -1.367 0.086 0.067 -0.082
H -0.439 -3.850 3.860 -0.039 -0.243 0.045
H -2.593 -4.846 3.192 -0.047 0.055 0.089
```
Forces are in eV/Å.

energy above the lowest of the compared OMol25 structures with the same formula, charge and spin = 158.9 kJ/mol
multiplicity = 2
largest force on an atom = 0.0737 hartree/bohr
net charge = -1


ORCA calculation (the ωB97M-V functional and the def2-TZVPD basis) on a cluster of 7 separate species, H14O7 in total.

```
21
Properties=species:S:1:pos:R:3:forces:R:3
O -1.160 -1.093 -2.688 -1.350 0.383 3.401
H -0.358 -0.547 -2.740 -0.426 -0.101 0.471
H -1.519 -0.996 -1.680 1.564 -0.318 -3.770
O -3.623 0.439 1.686 -5.633 -0.612 2.271
H -4.059 0.379 0.854 -0.652 -0.087 -0.844
H -2.770 0.494 1.493 5.665 0.493 -1.197
O 2.457 1.658 0.836 0.731 -3.081 5.696
H 1.900 0.971 0.550 -1.261 -1.612 -0.702
H 2.556 2.288 0.253 0.697 4.868 -4.834
O 0.671 -0.393 0.534 -1.992 1.139 3.224
H 0.652 -0.395 -0.387 0.147 -0.187 -2.658
H -0.142 0.188 0.776 1.837 -1.374 -0.535
O 1.507 -3.191 2.383 0.242 -0.710 0.289
H 1.261 -2.425 1.898 -0.747 1.718 -0.246
H 1.922 -3.650 1.659 0.471 -0.898 -0.097
O 1.439 0.099 -2.075 -0.377 1.568 0.331
H 1.697 -0.512 -2.752 0.527 -0.226 -0.730
H 1.566 1.029 -2.377 0.078 -1.303 0.051
O -1.437 1.484 0.668 1.757 2.800 1.244
H -1.016 2.212 1.288 -1.261 -2.171 -1.726
H -1.539 1.957 -0.177 -0.017 -0.289 0.358
```
Forces are in eV/Å.

structure (SMILES) = O.O.O.O.O.O.O
energy above the lowest of the compared OMol25 structures with the same formula, charge and spin = 287.4 kJ/mol
largest force on an atom = 0.1341 hartree/bohr